i:
{"formula": "C2H13NO4", "method": "wB97M-V/def2-TZVPD", "homo_lumo_gap_ev": 9.02, "molar_mass_g_mol": 115.13, "charge": 0, "lumo_energy_ev": 0.356, "multiplicity": 1, "symbols": ["C", "C", "N", "H", "H", "H", "H", "H", "H", "H", "O", "H", "H", "O", "H", "H", "O", "H", "H", "O"], "xyz": [[-1.84131, -2.62617, -0.03671], [-1.09984, -2.08726, 0.97550], [-0.44343, -0.92462, 1.05807], [-1.71320, -2.45713, -1.08941], [-2.78360, -3.11580, 0.31368], [-1.25664, -2.57149, 2.05498], [0.27550, -0.75736, 0.40253], [-0.19850, -0.59372, 1.96799], [-1.84002, 0.23873, -0.48816], [-2.46607, 0.72268, -1.63964], [-1.55943, 0.73883, -1.32464], [3.56348, 1.51790, 1.71381], [2.46291, 2.29769, 0.94825], [3.41379, 2.12947, 1.02949], [1.78938, 0.17138, -1.30254], [0.54145, -0.56927, -1.22614], [1.22252, -0.22837, -1.94636], [1.21201, 3.18216, -0.68959], [0.00140, 2.26908, -0.66679], [0.71959, 2.66327, -0.05433]], "nbo_charge": [-0.554, 0.024, -0.828, 0.205, 0.219, 0.181, 0.359, 0.393, 0.482, 0.472, -0.952, 0.464, 0.491, -0.961, 0.462, 0.442, -0.902, 0.475, 0.510, -0.981]}

ii:
{"formula": "C2H13NO4", "method": "wB97M-V/def2-TZVPD", "homo_lumo_gap_ev": 9.51, "molar_mass_g_mol": 115.13, "charge": 0, "lumo_energy_ev": 0.494, "multiplicity": 1, "symbols": ["C", "N", "C", "O", "H", "H", "H", "H", "H", "H", "H", "H", "H", "O", "H", "H", "O", "H", "H", "O"], "xyz": [[-0.73111, -0.63246, -1.15460], [-1.13173, 0.66991, -1.66922], [-0.30691, 1.70882, -1.01737], [-1.06822, 2.26211, 0.16285], [0.36267, -0.65681, -1.23756], [-1.24957, -1.43511, -1.78570], [-1.02649, -0.79088, -0.12060], [-2.05496, 0.76721, -1.89756], [0.68484, 1.32845, -0.73978], [-0.07318, 2.56560, -1.69515], [-0.59216, 3.02015, 0.51257], [1.74945, -1.57964, 1.95550], [0.52808, -0.58800, 1.88124], [1.07706, -1.22881, 1.36789], [-0.94134, 1.16771, 1.85029], [-0.49716, 1.48193, 3.26752], [-0.28389, 0.89532, 2.52876], [2.37559, -2.95990, -1.33207], [1.34583, -2.62257, -0.23709], [1.83321, -3.37305, -0.63995]], "nbo_charge": [-0.405, -0.650, 0.087, -0.781, 0.193, 0.200, 0.175, 0.380, 0.180, 0.161, 0.469, 0.476, 0.510, -0.998, 0.505, 0.481, -0.981, 0.462, 0.492, -0.957]}

ii is preferred energetically. Next in line: 122.4 kJ/mol higher.

i:
{"formula": "C2H13NO4", "method": "wB97M-V/def2-TZVPD", "homo_lumo_gap_ev": 9.94, "molar_mass_g_mol": 115.13, "charge": 0, "lumo_energy_ev": 0.672, "multiplicity": 1, "symbols": ["C", "N", "C", "O", "H", "H", "H", "H", "H", "H", "H", "H", "H", "O", "H", "H", "O", "H", "H", "O"], "xyz": [[1.79695, 1.96760, 1.20262], [0.51185, 1.48961, 1.85321], [-0.02029, 0.21125, 1.37109], [0.79079, -0.91428, 1.74458], [1.93231, 1.39067, 0.32987], [1.83537, 3.05340, 1.11205], [2.61573, 1.79479, 1.86806], [0.56957, 1.57166, 2.90419], [-0.09136, 0.08993, 0.27933], [-0.96323, 0.06517, 1.82011], [1.35766, -0.62199, 2.46952], [-1.42685, -1.83424, -1.07923], [-3.01329, -1.62124, -1.35189], [-2.19512, -1.26320, -1.05476], [1.72560, -2.17041, 0.26815], [2.65762, -1.99726, -0.94318], [1.78823, -2.43467, -0.66493], [-3.69503, 0.21510, -3.27120], [-2.91622, 0.90890, -4.63079], [-3.26028, 0.09920, -4.22683]], "nbo_charge": [-0.416, -0.656, 0.086, -0.769, 0.202, 0.199, 0.174, 0.362, 0.186, 0.170, 0.467, 0.494, 0.478, -0.971, 0.490, 0.463, -0.958, 0.488, 0.482, -0.970]}

ii:
{"formula": "C2H13NO4", "method": "wB97M-V/def2-TZVPD", "homo_lumo_gap_ev": 3.30, "molar_mass_g_mol": 115.13, "charge": 0, "lumo_energy_ev": -4.879, "multiplicity": 1, "symbols": ["C", "C", "N", "H", "H", "H", "H", "H", "H", "H", "O", "H", "H", "O", "H", "H", "O", "H", "H", "O"], "xyz": [[0.50669, 1.14396, 1.42216], [1.64607, 0.65256, 0.57771], [2.40973, -0.47265, 1.16146], [0.06361, 2.02204, 0.88494], [-0.25376, 0.33333, 1.58454], [2.18219, 1.49062, 0.10251], [2.11216, -1.44789, 1.38189], [2.67351, -0.16243, 2.09945], [-2.64169, -1.70736, -2.05031], [-3.86995, 0.45419, -0.69014], [-2.00615, -1.14204, -1.59432], [0.96891, -1.47313, -0.29210], [-0.37435, -1.79608, -0.59805], [0.38577, -2.22838, -0.17895], [0.93972, 0.85677, -1.06644], [-0.50412, 0.39892, -1.67693], [0.36067, 0.81350, -1.84481], [-2.47832, 0.08117, -0.99622], [0.90664, 1.25684, 2.45564], [-3.02733, 0.92606, -0.68205]], "nbo_charge": [-0.755, 0.402, -0.931, 0.276, 0.314, 0.230, 0.459, 0.414, 0.455, 0.450, -1.150, 0.421, 0.517, -0.942, 0.404, 0.533, -0.855, 0.482, 0.298, -1.023]}

i is preferred energetically. Next in line: 548.7 kJ/mol higher.

i:
{"formula": "CH7IN3", "method": "wB97M-V/def2-TZVPD", "homo_lumo_gap_ev": 9.41, "molar_mass_g_mol": 187.99, "charge": 1, "lumo_energy_ev": -4.228, "multiplicity": 1, "symbols": ["C", "N", "N", "N", "I", "H", "H", "H", "H", "H", "H", "H"], "xyz": [[0.07777, 0.99880, 0.17803], [-0.96414, -0.98156, -0.01056], [-0.57582, 0.00957, 0.85232], [1.15994, 0.25392, -0.57827], [-1.14556, 2.30292, -1.37023], [0.43918, 1.87702, 0.91824], [-1.89337, -0.88984, -0.38987], [-0.92798, -1.86495, 0.53264], [-1.13053, 0.38319, 1.55951], [1.61029, -0.27571, 0.11058], [0.54301, -0.43483, -1.12166], [1.89424, 0.78252, -1.04236]], "nbo_charge": [0.050, -0.689, -0.482, -0.738, 0.022, 0.283, 0.388, 0.395, 0.397, 0.428, 0.488, 0.459]}

ii:
{"formula": "CH7IN3", "method": "wB97M-V/def2-TZVPD", "homo_lumo_gap_ev": 9.85, "molar_mass_g_mol": 187.99, "charge": 1, "lumo_energy_ev": -3.431, "multiplicity": 1, "symbols": ["C", "N", "N", "N", "I", "H", "H", "H", "H", "H", "H", "H"], "xyz": [[1.33092, 0.68226, 0.15225], [0.03755, -1.19197, -0.41579], [0.99564, -0.53615, 0.26963], [0.80247, 1.68841, -0.63366], [-3.17361, -0.60445, 1.06243], [2.10237, 1.12267, 0.76475], [-0.49451, -1.97176, -0.00535], [-0.42546, -0.52885, -1.03268], [1.50662, -1.07969, 1.04849], [-3.97583, -1.94591, 0.47793], [1.44994, 2.44920, -0.74357], [-0.15609, 1.91625, -0.94441]], "nbo_charge": [0.311, -0.624, -0.281, -0.802, -0.133, 0.236, 0.437, 0.394, 0.457, 0.139, 0.425, 0.441]}

iii:
{"formula": "CH7IN3", "method": "wB97M-V/def2-TZVPD", "homo_lumo_gap_ev": [8.53, 8.53], "molar_mass_g_mol": 187.99, "charge": 1, "lumo_energy_ev": [-4.234, -4.234], "multiplicity": 1, "symbols": ["C", "N", "N", "N", "I", "H", "H", "H", "H", "H", "H", "H"], "xyz": [[-0.79835, 1.11070, 0.46864], [-0.60090, 2.15875, -0.34336], [1.02506, -0.37009, 0.15166], [0.73702, -1.81739, -0.16430], [-2.38744, -0.25251, -0.06605], [-0.49351, 1.09366, 1.42337], [-0.90925, 2.03871, -1.32766], [0.06687, 2.82857, -0.21552], [1.32135, -0.40517, 1.13835], [-0.23029, -1.98802, -0.14012], [0.98656, -1.89467, -1.21696], [1.28288, -2.50255, 0.29195]], "nbo_charge": [0.140, -0.710, -0.708, -0.561, 0.232, 0.196, 0.423, 0.421, 0.321, 0.400, 0.427, 0.419]}

ii is preferred energetically. Next in line: 13.0 kJ/mol higher.